This record from the OMol25 dataset describes 13 unconnected molecules or ions with the total composition C36H98O13 in a non-equilibrium geometry. The level of theory is wB97M-V/def2-TZVPD.

XYZ file:
```
147
Properties=species:S:1:pos:R:3:forces:R:3:mulliken_spin:R:1
H -19.119945 27.166884 26.221786 -0.1 0.0 -0.1 0.15
C -13.372628 18.208784 24.439961 0.4 0.2 0.4 -0.01
C -21.184868 24.110392 24.148592 1.1 2.2 2.1 -0.15
H -16.263333 22.428014 24.458034 0.0 0.2 0.1 -0.01
H -20.653181 26.112016 24.829769 0.2 -0.2 0.0 0.00
H -20.024421 13.786578 23.178695 -0.1 0.0 0.1 0.00
H -12.314374 22.078590 26.726017 0.4 0.0 0.2 0.04
H -14.141927 21.376617 30.457637 -0.5 -0.5 -0.4 -0.09
H -14.370664 22.546142 21.177365 -0.2 0.1 -0.1 0.01
C -16.530241 19.776366 26.234315 -1.1 0.8 -0.4 -0.19
C -16.592944 18.048033 30.648652 0.8 0.4 -0.3 0.02
C -21.211364 19.257149 28.682753 2.0 -0.8 -0.1 -0.07
H -12.354075 20.015819 22.138658 0.7 0.1 -0.6 0.00
H -12.976055 19.036623 25.027766 0.2 0.2 -0.2 0.01
H -13.090243 17.898076 27.250099 -0.1 0.1 -0.3 0.00
H -15.761054 20.651824 31.685374 0.6 -0.6 -0.9 0.02
H -13.986656 25.209416 26.771048 -0.4 0.2 0.4 -0.02
C -12.577282 21.310261 27.453102 -1.1 0.5 1.2 0.05
H -11.442202 22.898127 22.568666 0.2 -0.1 -0.2 0.01
C -17.420081 18.445906 20.729341 -0.8 -0.9 -2.1 0.00
H -22.604003 20.461820 27.544075 0.2 0.5 0.0 -0.01
H -18.404880 15.600802 22.846218 -0.6 0.2 -0.5 0.00
H -12.229460 16.550040 25.206683 0.4 0.2 0.0 0.00
H -15.352538 28.038744 22.958164 -0.1 0.0 -0.2 -0.02
O -13.378368 24.887389 26.105836 0.9 -0.2 0.2 -0.22
H -13.122502 22.848580 29.006641 -0.2 -0.1 -0.4 -0.09
H -18.097950 21.335810 25.769375 -0.3 -0.7 -0.2 0.18
C -12.085549 22.420747 23.307793 -0.7 0.8 -1.1 0.14
H -20.071480 14.040794 24.945023 -0.1 0.5 0.0 0.00
C -18.194582 16.204788 24.825366 0.3 0.8 -0.3 0.00
C -12.652162 21.868562 28.926292 0.4 -2.6 0.3 0.57
C -13.618364 17.065725 26.784920 -0.2 -0.4 -2.5 0.02
H -12.451139 23.251343 23.911573 0.1 -0.2 0.4 -0.04
H -14.914569 24.611628 23.123252 0.9 -1.4 0.1 -0.04
C -21.043582 22.632493 30.535712 -0.2 -3.6 0.5 0.00
H -15.457221 19.768015 26.425801 0.0 0.1 -0.1 0.02
C -17.416974 19.175835 21.988968 0.5 1.3 1.2 0.01
O -20.245784 16.343080 23.491431 0.3 1.0 -1.1 0.00
C -18.794233 19.621371 22.500678 0.9 -0.8 0.2 -0.01
H -22.160035 26.163691 28.292488 -0.2 0.4 0.0 0.04
H -16.293038 20.576386 22.629954 0.0 0.7 0.3 0.00
C -17.016238 21.205694 25.802016 0.7 0.1 0.3 0.03
H -15.742074 21.893486 27.360979 0.2 0.2 0.2 0.58
H -19.116334 23.952952 23.477592 -0.3 -0.6 -1.0 0.07
O -14.036192 15.940304 24.577120 -0.6 -0.7 0.6 0.00
O -19.938088 24.982172 27.298100 -0.5 -0.5 0.0 -0.33
C -13.307054 20.868706 29.974826 -0.2 0.7 -0.2 0.07
H -22.943322 18.783695 29.279337 -0.3 -0.2 0.1 0.00
H -20.052313 26.126776 29.000943 0.8 0.1 0.2 -0.09
H -17.053835 19.415641 27.119662 0.0 0.3 0.3 0.00
H -20.803914 16.375850 24.271825 0.3 -0.2 0.3 0.00
H -16.582337 26.283694 24.347790 -0.3 0.3 -0.3 0.12
H -17.770748 17.416929 20.808936 0.1 -0.1 0.2 0.00
O -17.230134 18.847832 32.845528 -0.4 -0.6 0.5 -0.01
H -18.653457 19.869126 23.552770 -0.3 0.1 0.1 0.01
H -21.079366 19.972075 29.494872 0.1 0.4 -0.1 0.03
H -21.539922 27.798165 27.656031 -0.3 0.0 0.7 -0.05
H -20.125230 21.033860 31.752552 -0.5 -0.2 0.3 -0.01
H -14.055338 26.872550 22.612750 -0.1 -0.3 0.1 0.01
H -19.779007 22.687987 32.156186 0.1 0.0 0.6 0.01
H -17.735933 17.118436 24.447231 0.1 0.2 0.0 0.00
H -14.524941 27.305221 24.303057 0.7 0.3 -0.2 0.06
H -13.571344 20.975568 27.156569 -0.2 0.0 0.0 -0.13
O -21.725656 23.769336 30.802866 -1.3 3.3 0.5 -0.10
H -21.229505 24.524353 26.067524 0.6 0.0 0.1 0.07
O -16.479147 21.495868 24.536273 0.3 -1.0 -1.8 -0.32
H -22.144457 26.043448 23.929910 -0.1 -0.1 -0.1 0.01
C -19.806012 18.587130 28.439457 -1.1 0.1 -0.3 0.01
H -13.813865 20.096485 21.259837 -0.5 0.4 0.2 0.01
C -19.487097 14.189802 24.037061 1.1 -0.5 -0.4 0.00
H -14.366832 18.502882 24.103556 -0.4 -0.4 0.5 0.01
C -18.949532 27.102163 27.296434 -0.6 0.7 0.4 0.51
H -20.563404 25.867957 23.107693 -0.1 0.3 -0.3 0.00
H -19.385044 17.948006 29.215601 -0.2 0.6 0.6 0.00
H -17.321967 26.441573 21.908135 -0.1 0.1 0.2 -0.02
C -14.875287 27.116089 23.288376 -0.8 0.5 1.4 0.17
C -21.144701 25.613921 23.994066 0.7 0.8 -0.9 0.06
H -13.673672 15.920174 23.688425 -0.2 -0.2 -0.1 0.00
H -17.065569 17.065852 30.655921 0.0 0.1 0.3 0.00
C -20.588313 22.012451 31.879064 0.8 1.3 -1.2 0.03
H -21.831298 21.987369 30.146594 0.4 -0.9 -0.6 0.00
H -22.656399 23.543757 30.869365 0.1 0.3 0.1 0.02
H -16.942302 20.948639 30.280223 0.5 0.0 0.0 -0.14
H -19.903504 22.403997 24.110455 0.4 0.0 -0.4 -0.04
H -15.829698 25.746707 21.419934 0.2 -0.2 -0.1 0.01
C -17.330845 19.117170 31.470527 1.3 0.2 -1.3 -0.01
H -16.804958 19.036770 25.482237 0.2 0.1 -0.3 0.01
H -19.093045 22.223657 29.538088 -0.3 -0.3 0.1 0.45
H -21.791382 19.311599 26.537865 -0.2 -0.8 0.3 0.01
H -16.476437 18.475526 20.184592 0.2 -0.1 0.4 0.00
O -21.731651 23.978096 25.458376 -2.0 -1.8 -0.6 -0.01
C -21.650014 19.952353 27.408247 0.0 -0.2 -0.4 0.01
H -18.781502 16.520933 25.687731 0.0 -0.4 0.3 0.00
H -17.265537 22.742003 27.332265 -0.3 -0.3 0.3 0.93
H -19.143130 19.405081 28.157227 0.3 -0.2 0.1 0.01
O -14.205347 22.770600 22.096004 0.2 0.7 -0.4 0.00
C -13.257866 16.908516 25.251141 0.7 0.9 0.6 -0.01
H -11.947015 20.421996 27.410181 0.3 0.2 0.1 0.00
H -17.226890 21.205192 31.989898 -1.0 0.1 -0.2 0.03
H -13.506045 19.846631 29.652542 -0.7 0.2 -0.6 0.02
H -16.855069 18.643621 22.756502 -0.4 -0.7 0.3 0.00
H -19.171097 23.673043 25.048139 -0.9 0.2 0.8 0.22
C -12.974935 20.715089 21.578609 -0.4 0.3 0.5 0.01
H -18.333642 19.031180 31.052067 -0.6 0.5 0.7 0.00
H -15.538165 17.970406 30.912290 0.0 -0.2 0.6 0.00
H -21.414648 22.156316 32.575177 0.2 -0.7 0.2 0.00
C -19.959889 22.884374 29.550271 0.5 1.0 -0.6 -0.44
H -12.643807 20.656908 30.813490 0.5 0.5 -0.1 -0.02
H -11.462346 21.743672 23.891984 -0.4 -0.2 0.0 0.00
H -17.364609 15.537260 25.057012 -0.1 0.0 0.3 0.00
H -17.939170 26.711704 27.418145 0.0 -0.3 0.3 -0.09
H -13.909058 24.809218 25.313070 -0.5 0.1 -0.4 0.06
H -18.120365 18.936154 20.053057 -0.2 0.1 -0.2 0.00
H -12.816609 18.102404 23.508502 0.3 0.1 0.0 0.00
H -20.850634 20.579666 27.013817 -0.2 0.7 0.5 0.00
H -19.110001 20.524910 21.979136 -0.1 -0.2 -0.2 0.00
C -13.317538 21.799411 22.606290 0.2 -1.5 0.9 -0.23
H -12.589883 21.181196 20.671648 0.8 -0.3 0.1 0.00
C -20.061734 26.249317 27.917890 -0.1 0.3 -0.7 0.20
O -22.123839 18.296415 29.166963 -0.4 -0.3 -0.3 0.00
H -14.684142 17.256778 26.659566 -0.2 0.0 1.1 0.00
C -16.761825 20.530958 31.270720 -0.7 0.1 0.6 0.31
H -16.493928 18.347529 29.605286 -0.5 0.2 -0.2 -0.02
H -20.343979 23.047782 28.543355 -0.1 -0.4 0.0 0.17
H -13.875451 21.272516 23.380384 -0.1 0.0 0.4 0.02
H -16.070585 23.185525 26.243384 0.1 -0.2 -0.6 0.76
C -15.912571 26.006798 23.533636 -0.4 1.7 -1.0 0.03
O -16.623111 20.328272 21.763309 0.6 0.6 -0.3 -0.01
H -16.874256 19.640615 33.253501 -0.1 -0.1 0.2 -0.01
O -11.314890 21.937929 29.408513 0.9 1.0 -0.5 -0.22
H -19.574298 23.874748 29.792285 0.3 0.1 0.2 -0.13
H -17.051057 24.711235 22.129331 -0.1 -0.1 0.3 0.06
H -19.860264 17.876896 27.614395 -0.2 0.2 -0.5 0.00
H -19.470385 18.772328 22.400407 -0.4 0.3 0.1 0.00
C -19.046868 15.622182 23.726840 -1.0 -1.2 1.3 0.00
H -18.583077 13.595186 24.168518 0.0 -0.3 0.0 0.00
H -11.305415 22.686236 30.009805 0.3 0.0 0.1 0.02
H -21.756657 26.491080 26.591047 0.0 -0.2 0.0 -0.04
C -16.585640 25.694092 22.203432 -0.5 0.2 -0.4 0.06
O -15.251232 24.883402 23.980226 0.6 -1.4 -0.2 0.35
H -19.038921 24.688055 27.461163 0.5 -0.4 0.0 0.05
H -18.954862 28.116667 27.694989 0.0 0.1 0.1 -0.06
C -21.492572 26.709613 27.625745 0.7 0.2 -0.7 0.24
H -13.356769 16.155470 27.324469 -0.4 0.0 0.0 0.00
C -16.505339 22.292875 26.693139 0.3 0.4 2.1 -2.75
C -19.805865 23.487272 24.181726 0.8 -0.2 -0.5 0.00
H -21.802243 23.787659 23.310260 -0.3 -0.9 0.6 -0.01
```
Positions in Å, forces in eV/Å.

Summary:
* E_tot: -65534.5157 eV
* lowest unoccupied orbital energy (alpha / beta): 2.0577 / 2.0341 eV
* total charge: -1
* 2S+1: 2
* F_max: 3.60 eV/Å
* expectation value of S²: 0.751
* orbital gap (alpha / beta): 1.73 / 9.43 eV
* HOMO energy (alpha / beta): 0.323 / -7.396 eV